1.
Entry from the OMol25 dataset: a molecular structure, C22H30N4OS5Sn (wB97M-V/def2-TZVPD).

Results
LUMO energy	-6.81	eV
energy above the lowest of the compared OMol25 structures with the same formula, charge and spin	0.595	eV
HOMO	-0.489	Eh

The geometry in ORCA input format:
```
! RIJCOSX wB97M-V def2-TZVPD def2/J DEFGRID3
* xyz 2 1
Sn 0.83 0.61 0.85
C 2.18 2.11 3.63
C 0.84 2.84 3.64
S -0.51 2.06 2.69
C -1.12 3.45 1.73
C -0.17 4.09 0.73
S 0.62 2.93 -0.43
C 2.38 3.37 -0.26
C 2.96 3.35 1.16
S 2.89 1.74 2.01
H 2.91 2.68 4.20
H 2.10 1.13 4.10
H 0.49 2.90 4.67
H 0.95 3.86 3.27
H -1.96 3.00 1.19
H -1.50 4.20 2.42
H -0.75 4.79 0.12
H 0.62 4.67 1.20
H 2.89 2.66 -0.91
H 2.50 4.36 -0.69
H 4.02 3.61 1.09
H 2.50 4.09 1.80
C -1.85 -2.15 -1.51
C -1.26 -1.35 -0.40
N -0.32 -0.48 -0.63
N 0.09 -0.31 -1.94
C 1.34 -0.08 -2.09
S 2.52 -0.02 -0.75
S 1.94 0.21 -3.71
C 3.05 -1.26 -3.83
C 2.28 -2.54 -3.75
C 1.59 -3.03 -4.85
C 0.83 -4.18 -4.74
C 0.74 -4.85 -3.53
C 1.44 -4.37 -2.43
C 2.20 -3.22 -2.54
C -1.75 -1.55 0.97
C -3.04 -2.06 1.16
C -3.56 -2.25 2.42
C -2.78 -1.95 3.54
C -1.49 -1.47 3.39
C -0.97 -1.27 2.12
O 0.34 -0.90 2.01
H -1.19 -2.20 -2.37
H -2.79 -1.69 -1.84
H -2.08 -3.16 -1.16
H 3.81 -1.19 -3.06
H 3.54 -1.11 -4.80
H 1.65 -2.51 -5.80
H 0.30 -4.56 -5.61
H 0.15 -5.76 -3.45
H 1.40 -4.91 -1.49
H 2.76 -2.86 -1.68
H -3.65 -2.30 0.30
H -4.56 -2.63 2.55
H -3.18 -2.11 4.53
H -0.86 -1.27 4.25
N -4.06 1.46 1.10
N -3.00 1.49 0.13
H -4.91 1.05 0.71
H -4.28 2.41 1.37
H -3.31 1.88 -0.76
H -2.76 0.53 -0.05
*
```

***

2.
Entry from the OMol25 dataset: 5 unconnected molecules or ions with the total composition C22H30O2S2 (wB97M-V/def2-TZVPD).

Results
LUMO energy	0.56	eV
energy above the lowest of the compared OMol25 structures with the same formula, charge and spin	0.000	eV
HOMO	-0.310	Eh

The geometry in ORCA input format:
```
! RIJCOSX wB97M-V def2-TZVPD def2/J DEFGRID3
* xyz 0 1
C -3.43 -45.05 -19.47
S -3.04 -45.75 -21.04
O -2.72 -47.22 -20.86
C -4.72 -45.52 -21.81
H -3.71 -44.00 -19.54
H -2.60 -45.04 -18.83
H -4.33 -45.57 -19.19
H -5.04 -44.58 -21.92
H -5.21 -46.23 -21.16
H -4.70 -45.97 -22.71
C 1.47 -43.78 -21.25
S 0.82 -43.35 -19.66
O -0.64 -42.92 -19.98
C 0.63 -44.97 -18.88
H 2.55 -44.04 -21.10
H 1.47 -43.13 -21.94
H 1.00 -44.61 -21.78
H -0.06 -45.72 -19.48
H 0.00 -44.73 -17.93
H 1.57 -45.54 -18.77
C -3.83 -42.72 -24.04
C -4.37 -43.58 -25.21
C -3.45 -44.40 -25.80
C -2.14 -44.55 -25.31
C -1.61 -43.75 -24.36
C -2.55 -42.83 -23.56
H -4.54 -42.07 -23.42
H -5.34 -43.38 -25.53
H -3.85 -44.89 -26.73
H -1.44 -45.32 -25.56
H -0.73 -43.86 -24.00
H -2.23 -42.08 -22.85
C -2.09 -43.21 -15.80
C -1.51 -42.25 -16.80
C -1.17 -40.87 -16.43
C -1.56 -40.47 -15.12
C -1.95 -41.41 -14.14
C -2.32 -42.68 -14.45
H -2.06 -44.08 -16.11
H -1.36 -42.58 -17.78
H -0.72 -40.10 -17.06
H -1.15 -39.44 -14.81
H -2.16 -40.84 -13.07
H -2.71 -43.27 -13.69
C 1.74 -48.69 -17.63
C 2.53 -47.97 -16.64
C 1.87 -47.09 -15.73
C 0.49 -46.93 -15.85
C -0.29 -47.62 -16.82
C 0.44 -48.52 -17.72
H 2.29 -49.25 -18.27
H 3.50 -48.16 -16.33
H 2.32 -46.72 -15.06
H -0.17 -46.01 -15.30
H -1.27 -47.47 -16.97
H -0.20 -49.09 -18.49
*
```

***

3.
Entry from the OMol25 dataset: a molecular structure, C22H31AuN3O9PS2Te (wB97M-V/def2-TZVPD).

Results
LUMO energy (spin up / spin down)	0.05 / -3.10	eV
<S²>	2.030
energy above the lowest of the compared OMol25 structures with the same formula, charge and spin	0.139	eV
HOMO (spin up / spin down)	-0.293 / -0.293	Eh

The geometry in ORCA input format:
```
! RIJCOSX wB97M-V def2-TZVPD def2/J DEFGRID3
* xyz 0 3
Au -0.71 0.37 -0.45
C -6.67 -2.20 -0.78
O -6.84 -0.83 -1.10
C -5.81 0.00 -0.86
C -5.99 1.34 -1.25
C -4.99 2.24 -1.05
C -3.75 1.87 -0.48
C -2.69 2.85 -0.29
C -3.05 4.31 -0.24
O -1.50 2.56 -0.12
C -3.58 0.52 -0.06
O -2.50 0.11 0.57
C -4.62 -0.39 -0.27
H -7.57 -2.70 -1.11
H -6.54 -2.35 0.29
H -5.81 -2.63 -1.30
H -6.93 1.62 -1.72
H -5.15 3.26 -1.38
H -3.76 4.49 0.57
H -3.52 4.63 -1.18
H -2.15 4.89 -0.08
H -4.44 -1.41 0.06
C 3.82 3.14 -4.07
C 3.91 3.00 -2.56
O 2.65 2.52 -2.06
P 2.39 1.39 -0.96
O 1.15 0.65 -1.42
Te 4.31 0.10 -0.46
O 1.88 2.23 0.33
C 2.78 3.17 0.98
C 3.11 2.71 2.38
H 4.72 3.61 -4.45
H 2.96 3.77 -4.33
H 3.69 2.17 -4.54
H 4.12 3.96 -2.10
H 4.70 2.30 -2.28
H 2.27 4.13 0.99
H 3.70 3.27 0.39
H 2.20 2.57 2.96
H 3.73 3.46 2.88
H 3.66 1.77 2.35
N 0.16 0.78 2.07
C 0.49 -0.44 2.50
C 1.82 -0.92 2.33
C 2.09 -2.22 2.63
C 1.06 -3.06 3.10
C -0.25 -2.58 3.32
C -0.54 -1.29 3.01
S 1.36 -4.83 3.24
O 0.64 -5.22 4.42
O 2.80 -4.94 3.28
O 0.75 -5.29 1.99
H 0.90 1.44 1.87
H -0.72 1.16 2.39
H 2.59 -0.27 1.92
H 3.09 -2.64 2.49
H -1.01 -3.26 3.69
H -1.55 -0.91 3.08
S -0.70 -2.13 -0.53
C 0.80 -2.70 -1.14
N 1.39 -3.80 -0.72
C 2.69 -4.01 -1.37
C 2.66 -2.96 -2.49
N 1.49 -2.16 -2.14
H 1.10 -4.35 0.08
H 2.78 -5.03 -1.74
H 3.49 -3.83 -0.66
H 2.51 -3.42 -3.47
H 3.56 -2.36 -2.52
H 1.35 -1.20 -2.42
*
```

***

4.
Entry from the OMol25 dataset: a molecular structure, C22H31Br33IO6P (wB97M-V/def2-TZVPD).

Results
LUMO energy	-0.44	eV
HOMO	-0.324	Eh

The geometry in ORCA input format:
```
! RIJCOSX wB97M-V def2-TZVPD def2/J DEFGRID3
* xyz 0 1
C -4.23 -0.79 1.01
C -4.36 0.60 0.23
O -3.32 1.02 -0.35
O -5.51 1.43 0.17
C -6.70 0.72 -0.24
C -7.08 0.85 -1.80
C -5.87 1.17 -2.79
C -5.36 -0.12 -3.64
I -7.03 -0.89 -4.90
O -4.35 0.31 -4.59
C -3.04 0.36 -4.01
O -2.67 1.36 -3.34
C -1.91 -0.79 -4.20
C -1.34 -1.36 -2.83
C -0.16 -2.42 -3.23
O -0.71 -0.38 -1.97
P -4.85 -1.59 -2.54
C -4.35 -3.04 -3.71
O -6.20 -2.23 -1.68
H -3.68 -1.51 0.31
H -5.23 -1.30 1.25
H -3.60 -0.67 1.95
H -6.72 -0.39 0.02
H -7.57 1.20 0.35
H -7.69 -0.08 -2.07
H -7.82 1.73 -1.89
H -4.98 1.70 -2.32
H -6.28 1.89 -3.59
H -2.25 -1.59 -4.95
H -1.03 -0.25 -4.73
H -2.08 -1.97 -2.21
H 0.79 -2.21 -2.61
H 0.06 -2.43 -4.35
H -0.53 -3.48 -2.95
H -0.88 -0.69 -1.05
H -4.17 -2.58 -4.74
H -5.26 -3.74 -3.76
H -3.44 -3.58 -3.28
H -6.97 -2.40 -2.28
C 0.92 0.67 1.81
Br 1.17 1.73 0.20
Br 0.02 -1.01 1.43
Br 2.59 0.40 2.76
H 0.27 1.24 2.47
C -9.58 4.49 -2.88
Br -10.27 2.74 -3.36
Br -8.30 4.38 -1.44
Br -8.86 5.43 -4.42
H -10.43 5.08 -2.52
C -0.35 4.58 3.97
Br -0.10 5.64 2.36
Br -1.26 2.91 3.59
Br 1.32 4.31 4.92
H -1.00 5.15 4.63
C 5.52 -0.12 -0.39
Br 3.87 -1.06 -0.75
Br 7.07 -1.27 -0.60
Br 5.68 1.49 -1.46
H 5.50 0.20 0.65
C 9.67 -0.16 2.39
Br 10.03 1.55 1.55
Br 10.96 -0.57 3.78
Br 7.85 -0.27 3.05
H 9.77 -0.92 1.62
C -5.03 -1.60 -8.46
Br -4.77 -0.50 -10.04
Br -5.95 -3.25 -8.87
Br -3.36 -1.91 -7.53
H -5.67 -1.03 -7.78
C 13.12 -2.72 6.69
Br 14.26 -4.25 6.36
Br 11.64 -3.16 7.87
Br 14.13 -1.19 7.34
H 12.69 -2.43 5.73
C -5.55 4.61 -6.37
Br -5.59 3.78 -8.12
Br -4.35 3.67 -5.16
Br -5.13 6.50 -6.48
H -6.55 4.52 -5.95
C 18.65 -4.90 7.64
Br 17.68 -3.76 8.87
Br 17.94 -6.70 7.62
Br 18.74 -4.14 5.86
H 19.67 -4.97 8.01
C 12.37 1.93 10.08
Br 11.71 0.16 9.65
Br 13.66 1.88 11.53
Br 13.07 2.84 8.52
H 11.52 2.51 10.44
C -8.63 -0.88 3.35
Br -8.69 -1.69 1.59
Br -7.45 -1.85 4.55
Br -8.18 1.01 3.27
H -9.63 -0.95 3.76
*
```

***

5.
Entry from the OMol25 dataset: 3 unconnected molecules or ions with the total composition C22H31Br6FN2O2 (wB97M-V/def2-TZVPD).

Results
LUMO energy	0.33	eV
HOMO	-0.294	Eh

The geometry in ORCA input format:
```
! RIJCOSX wB97M-V def2-TZVPD def2/J DEFGRID3
* xyz 0 1
C -0.63 3.30 4.12
C -0.32 3.24 2.57
C -0.39 1.74 2.10
F -1.31 1.10 2.97
C -0.97 1.58 0.65
C -0.61 2.77 -0.25
N 0.01 3.50 -0.90
C -0.68 0.18 0.00
C -0.23 -0.87 1.03
N 0.37 -1.53 1.77
C -2.06 -0.38 -0.55
O -2.70 -1.05 0.56
O -3.74 -0.27 1.07
C 0.33 0.20 -1.22
C 1.14 -1.15 -1.27
C 2.45 -1.09 -0.72
C 3.31 -2.26 -0.68
C 2.71 -3.51 -1.22
C 1.39 -3.55 -1.79
C 0.88 -4.91 -2.31
C 0.60 -2.38 -1.83
H -1.73 3.31 4.27
H -0.14 2.47 4.68
H -0.26 4.27 4.53
H -1.07 3.89 2.08
H 0.72 3.61 2.46
H 0.63 1.32 2.20
H -2.08 1.64 0.79
H -1.89 -1.16 -1.32
H -2.71 0.44 -0.91
H -3.42 0.13 1.90
H -0.25 0.20 -2.17
H 1.10 0.99 -1.17
H 2.80 -0.13 -0.30
H 4.32 -2.23 -0.23
H 3.33 -4.42 -1.15
H -0.08 -4.83 -2.86
H 0.70 -5.55 -1.41
H 1.63 -5.43 -2.95
H -0.42 -2.37 -2.26
Br -4.24 1.72 -2.65
C -4.75 3.57 -2.33
C -3.56 4.43 -2.00
Br -2.94 4.17 -0.17
H -5.50 3.57 -1.55
H -5.21 3.90 -3.26
H -3.82 5.48 -2.06
H -2.70 4.24 -2.65
Br 0.80 0.54 5.82
C -0.45 -0.80 5.15
C -0.68 -1.89 6.16
Br 0.82 -3.13 6.23
H -0.05 -1.17 4.21
H -1.37 -0.25 4.96
H -1.54 -2.50 5.88
H -0.82 -1.51 7.17
Br 4.59 0.83 -4.79
C 5.03 -1.03 -5.18
C 3.86 -1.94 -4.88
Br 3.66 -2.25 -2.93
H 5.92 -1.27 -4.61
H 5.27 -1.04 -6.24
H 4.03 -2.93 -5.31
H 2.91 -1.55 -5.24
*
```

***

6.
Entry from the OMol25 dataset: a molecular structure, C22H31Cl4F3MgN2O13 (wB97M-V/def2-TZVPD).

Results
LUMO energy	-5.21	eV
HOMO	-0.226	Eh

The geometry in ORCA input format:
```
! RIJCOSX wB97M-V def2-TZVPD def2/J DEFGRID3
* xyz 0 1
O -5.36 2.32 1.87
C -4.61 2.08 0.99
O -4.94 1.33 -0.11
C -3.78 1.28 -1.00
C -3.05 0.00 -0.53
O -3.03 -0.94 -1.60
O -2.60 -2.19 -1.11
C -3.22 2.64 -0.61
C -1.91 3.12 -1.23
C -1.96 3.63 -2.52
C -0.73 4.10 -3.00
C 0.36 3.99 -2.15
N 0.42 3.46 -0.95
C -0.75 3.01 -0.48
O -3.27 2.52 0.81
H -4.16 1.14 -2.01
H -3.65 -0.46 0.27
H -2.04 0.16 -0.12
H -2.29 -2.08 -0.20
H -3.98 3.36 -0.93
H -2.88 3.68 -3.10
H -0.66 4.55 -3.98
H 1.31 4.42 -2.53
H -0.77 2.57 0.52
Mg 2.98 4.89 -3.64
C 4.12 -0.81 -4.15
C 4.96 -0.43 -5.34
O 4.33 0.78 -5.79
C 3.70 1.31 -4.74
O 3.24 2.42 -4.76
O 3.65 0.47 -3.69
H 4.69 -1.31 -3.38
H 3.28 -1.43 -4.42
H 5.99 -0.20 -5.07
H 4.95 -1.18 -6.12
O 6.82 2.10 -5.13
H 6.45 2.87 -5.59
C 2.97 8.44 0.08
Cl 3.01 9.62 -1.23
Cl 2.33 9.18 1.54
Cl 1.94 7.07 -0.39
Cl 4.61 7.85 0.39
C 0.67 -4.11 -3.03
C 2.12 -3.84 -2.72
O 2.61 -2.72 -2.83
N 2.89 -4.88 -2.32
C 2.49 -6.27 -2.13
H 0.19 -3.19 -3.34
H 0.59 -4.84 -3.85
H 0.16 -4.49 -2.15
H 3.84 -4.63 -2.13
H 2.68 -6.55 -1.10
H 3.10 -6.90 -2.78
H 1.45 -6.42 -2.37
C -3.89 0.15 4.25
C -2.51 0.46 3.73
O -1.61 0.78 4.80
C -1.06 -0.26 5.42
O -1.26 -1.41 5.15
C -0.10 0.22 6.52
F -0.63 1.22 7.24
F 1.04 0.68 5.98
F 0.21 -0.76 7.36
H -4.25 0.98 4.87
H -4.58 -0.01 3.43
H -3.88 -0.74 4.89
H -2.56 1.34 3.09
H -2.11 -0.36 3.13
C -1.63 -4.61 5.87
C -1.38 -6.14 5.62
O -1.95 -6.46 4.47
H -2.70 -4.38 5.93
H -1.18 -4.31 6.82
H -1.19 -4.00 5.08
H -1.76 -6.64 6.54
H -0.29 -6.27 5.71
*
```

***

| no. | strongest force on any atom (hartree/bohr) |
| --- | --- |
| 1 | 0.0124 |
| 2 | 0.2707 |
| 3 | 0.0266 |
| 4 | 0.1040 |
| 5 | 0.1192 |
| 6 | 0.0424 |